Entry w
{
  "formula": "C3H12NO3S",
  "method": "ωB97M-V/def2-TZVPD",
  "symbols": ["C", "C", "S", "N", "C", "O", "H", "H", "H", "H", "H", "H", "H", "H", "H", "H", "O", "H", "H", "O"],
  "xyz": [[-0.158, 0.166, 0.095], [-1.590, 0.213, 0.639], [-2.000, 1.725, 1.546], [0.205, -1.139, -0.464], [1.604, -1.116, -0.987], [1.790, -0.323, -2.049], [0.061, 0.995, -0.583], [0.516, 0.280, 0.949], [-1.639, -0.569, 1.395], [-2.257, -0.008, -0.198], [-2.452, 1.075, 2.625], [-0.436, -1.361, -1.220], [2.236, -0.809, -0.115], [1.806, -2.200, -1.190], [2.121, 1.290, -1.585], [3.296, 2.064, -1.876], [2.506, 2.201, -1.357], [-0.202, -3.932, 1.070], [-0.241, -2.404, 0.542], [-0.807, -3.160, 0.964]],
  "lowdin_charge": [-0.311, -0.573, 0.672, -0.109, -0.507, -0.304, 0.104, 0.109, 0.053, 0.070, -0.167, 0.112, 0.100, 0.090, -0.018, -0.006, -0.153, 0.017, -0.001, -0.179],
  "charge": -1,
  "orbital_gap_ev": 6.8,
  "lumo_energy_ev": 3.02,
  "homo_ev": -3.79
}

***

Entry x
{
  "formula": "C3H12NO3S",
  "method": "ωB97M-V/def2-TZVPD",
  "symbols": ["C", "C", "S", "N", "C", "O", "H", "H", "H", "H", "H", "H", "H", "H", "H", "H", "O", "H", "H", "O"],
  "xyz": [[-0.090, -0.341, -0.488], [0.144, -0.140, -1.983], [-0.239, -1.668, -2.946], [0.523, 0.725, 0.299], [0.165, 0.635, 1.770], [0.623, -0.432, 2.392], [0.361, -1.306, -0.238], [-1.149, -0.379, -0.246], [-0.475, 0.665, -2.358], [1.173, 0.116, -2.206], [-0.246, -2.441, -1.850], [1.519, 0.661, 0.164], [-0.953, 0.738, 1.722], [0.488, 1.635, 2.148], [-1.455, -2.452, 2.213], [-0.020, -1.992, 2.158], [-0.580, -2.804, 2.028], [0.220, 2.156, -0.633], [-0.175, 3.667, -0.698], [0.165, 2.959, -1.248]],
  "lowdin_charge": [-0.323, -0.552, 0.643, -0.104, -0.518, -0.275, 0.087, 0.117, 0.050, 0.059, -0.159, 0.105, 0.091, 0.085, 0.004, -0.026, -0.137, -0.009, 0.004, -0.139],
  "charge": -1,
  "orbital_gap_ev": 7.0,
  "lumo_energy_ev": 3.15,
  "homo_ev": -3.88
}

***

Relative energy table, unit hartree: entry w 0.0070; entry x 0.0000

***

Entry w
{
  "formula": "C3H12NO3S",
  "method": "ωB97M-V/def2-TZVPD",
  "symbols": ["C", "C", "S", "N", "C", "O", "H", "H", "H", "H", "H", "H", "H", "H", "H", "H", "O", "H", "H", "O"],
  "xyz": [[0.435, -0.389, 0.135], [1.160, -1.626, -0.356], [2.592, -1.962, 0.746], [-0.842, -0.198, -0.607], [-1.412, 1.241, -0.233], [-0.766, 2.241, -0.852], [1.058, 0.487, -0.041], [0.158, -0.520, 1.179], [0.523, -2.504, -0.248], [1.497, -1.549, -1.387], [3.130, -0.734, 0.787], [-0.533, 0.010, -1.555], [-1.217, 1.277, 0.849], [-2.448, 1.122, -0.577], [0.438, 2.658, -0.085], [1.562, 3.648, -0.259], [1.266, 3.054, 0.439], [-1.900, -2.018, -0.050], [-2.379, -1.775, 1.406], [-2.324, -2.464, 0.709]],
  "lowdin_charge": [-0.357, -0.555, 0.642, -0.088, -0.430, -0.288, 0.092, 0.100, 0.054, 0.063, -0.156, 0.079, 0.093, 0.083, -0.032, -0.012, -0.200, -0.006, 0.036, -0.119],
  "charge": -1,
  "orbital_gap_ev": 7.2,
  "lumo_energy_ev": 3.13,
  "homo_ev": -4.11
}

***

Entry x
{
  "formula": "C3H12NO3S",
  "method": "ωB97M-V/def2-TZVPD",
  "symbols": ["C", "C", "S", "N", "C", "O", "H", "H", "H", "H", "H", "H", "H", "H", "H", "H", "O", "H", "H", "O"],
  "xyz": [[0.146, 0.491, -0.854], [-0.360, 0.145, -2.283], [-0.961, 1.687, -3.140], [0.104, -0.617, 0.086], [0.291, -0.153, 1.494], [-0.928, -0.203, 2.106], [-0.143, 1.489, -0.449], [1.196, 0.735, -1.078], [0.461, -0.226, -2.890], [-1.175, -0.590, -2.270], [-0.797, 2.612, -2.137], [-0.836, -1.003, 0.039], [0.709, 0.908, 1.388], [0.906, -0.780, 2.123], [-1.083, 0.536, 3.315], [-2.354, 1.097, 4.073], [-1.393, 1.145, 4.144], [2.541, -2.592, -1.809], [1.687, -1.897, -0.805], [1.989, -2.787, -1.054]],
  "lowdin_charge": [-0.360, -0.522, 0.615, -0.074, -0.434, -0.294, 0.089, 0.098, 0.045, 0.062, -0.147, 0.096, 0.107, 0.088, -0.036, -0.026, -0.229, 0.008, -0.004, -0.082],
  "charge": -1,
  "orbital_gap_ev": 6.7,
  "lumo_energy_ev": 2.90,
  "homo_ev": -3.77
}

***

Entry y
{
  "formula": "C3H12NO3S",
  "method": "ωB97M-V/def2-TZVPD",
  "symbols": ["C", "O", "C", "C", "S", "N", "H", "H", "H", "H", "H", "H", "H", "H", "H", "H", "O", "H", "H", "O"],
  "xyz": [[0.058, -1.754, 0.201], [0.778, -1.986, -0.999], [-0.348, -0.293, 0.524], [-1.189, -0.133, 1.774], [-2.093, 1.417, 2.108], [-0.980, 0.392, -0.640], [-0.693, -2.535, 0.227], [0.740, -2.161, 0.994], [0.598, 0.232, 0.647], [-0.561, -0.350, 2.641], [-2.006, -0.897, 1.737], [-1.291, 2.173, 1.293], [-1.941, 0.125, -0.787], [-0.299, 0.417, -1.402], [1.941, 1.637, -1.218], [0.596, 2.291, -0.642], [1.504, 2.503, -0.922], [1.209, -0.968, -1.222], [2.179, -0.259, -2.548], [1.798, 0.150, -1.764]],
  "lowdin_charge": [-0.303, -0.206, -0.440, -0.558, 0.637, 0.022, 0.090, 0.106, 0.125, 0.061, 0.070, -0.138, 0.064, 0.053, -0.023, -0.024, -0.174, 0.007, -0.025, -0.345],
  "charge": -1,
  "orbital_gap_ev": 7.9,
  "lumo_energy_ev": 3.13,
  "homo_ev": -4.75
}

***

Entry z
{
  "formula": "C3H12NO3S",
  "method": "ωB97M-V/def2-TZVPD",
  "symbols": ["C", "C", "S", "N", "C", "O", "H", "H", "H", "H", "H", "H", "H", "H", "H", "H", "O", "H", "H", "O"],
  "xyz": [[0.282, -1.530, -0.669], [1.334, -1.449, 0.410], [0.816, -1.641, 2.142], [-0.627, -0.380, -0.494], [-0.205, 1.077, -0.801], [-0.496, 1.484, -2.021], [-0.341, -2.433, -0.535], [0.714, -1.559, -1.669], [2.068, -2.260, 0.231], [1.963, -0.573, 0.274], [-0.267, -0.910, 2.315], [-1.348, -0.454, -1.211], [0.786, 1.204, -0.261], [-0.933, 1.572, -0.097], [-0.266, 3.427, -2.687], [0.843, 2.718, -2.194], [0.685, 3.575, -2.663], [-1.611, -0.328, 1.125], [-2.838, -0.751, 2.007], [-2.100, -0.139, 1.965]],
  "lowdin_charge": [-0.310, -0.580, 0.684, -0.114, -0.498, -0.294, 0.105, 0.103, 0.062, 0.048, -0.203, 0.092, 0.101, 0.093, -0.001, -0.002, -0.153, -0.019, 0.023, -0.138],
  "charge": -1,
  "orbital_gap_ev": 6.8,
  "lumo_energy_ev": 3.25,
  "homo_ev": -3.59
}

***

Relative energy table, unit hartree: entry w 0.0000; entry x 0.0270; entry y 0.0046; entry z 0.0252

***

Entry w
{
  "formula": "C4H11N2",
  "method": "ωB97M-V/def2-TZVPD",
  "symbols": ["C", "C", "N", "H", "H", "H", "H", "H", "H", "C", "C", "N", "H", "H", "H", "H", "H"],
  "xyz": [[-0.429, 1.657, 1.169], [0.136, 1.984, 2.309], [-0.960, 0.322, 0.910], [-0.466, 2.299, 0.301], [0.464, 3.007, 2.443], [0.245, 1.338, 3.171], [-1.051, -0.219, 1.770], [-1.914, 0.398, 0.556], [-0.314, -0.283, 0.103], [-0.388, -1.673, -1.916], [1.655, -0.818, -1.074], [0.399, -0.897, -0.960], [-0.859, -2.521, -1.421], [0.233, -2.032, -2.734], [-1.158, -1.033, -2.338], [2.211, -0.071, -0.518], [2.195, -1.458, -1.771]],
  "lowdin_charge": [-0.181, 0.057, 0.102, 0.120, 0.079, 0.079, 0.150, 0.151, 0.089, -0.066, 0.058, -0.109, 0.094, 0.088, 0.092, 0.096, 0.103],
  "charge": 1,
  "orbital_gap_ev": 11.1,
  "lumo_energy_ev": -3.17,
  "homo_ev": -14.25
}

***

Entry x
{
  "formula": "C4H11N2",
  "method": "ωB97M-V/def2-TZVPD",
  "symbols": ["C", "C", "C", "C", "N", "N", "H", "H", "H", "H", "H", "H", "H", "H", "H", "H", "H"],
  "xyz": [[-0.645, -0.524, -1.201], [0.697, -0.834, -0.895], [1.270, -2.214, -0.798], [-0.924, 2.820, 1.988], [-0.625, 1.922, 1.149], [-0.294, -0.506, 0.167], [-0.836, 0.427, -1.626], [-1.223, -1.309, -1.696], [1.416, 0.005, -0.918], [1.428, -2.492, -1.856], [0.639, -2.882, -0.394], [2.365, -2.125, -0.514], [-1.758, 2.582, 2.733], [-0.493, 3.775, 2.033], [-0.024, 2.298, 0.343], [-0.324, 0.383, 0.790], [-0.669, -1.326, 0.695]],
  "lowdin_charge": [-0.090, -0.262, -0.007, -0.029, -0.009, 0.090, 0.125, 0.157, 0.168, 0.107, 0.047, 0.125, 0.115, 0.066, 0.112, 0.091, 0.194],
  "charge": 1,
  "orbital_gap_ev": 11.9,
  "lumo_energy_ev": -2.93,
  "homo_ev": -14.83
}

***

Relative energy table, unit hartree: entry w 0.0000; entry x 0.0390